C24H38BrCl2IN2O2P | ωB97M-V/def2-TZVPD

The geometry in XYZ format:
```
71
C24H38BrCl2IN2O2P ωB97M-V/def2-TZVPD
C 4.267 1.128 2.146
C 3.232 0.475 2.908
C 1.880 1.125 3.355
C 0.660 0.901 2.366
O 0.344 -0.451 1.975
P -0.561 -0.465 0.473
I -1.823 -0.215 -1.689
C -2.231 0.134 1.264
C -3.379 -0.961 1.204
C -4.776 -0.276 0.850
C 0.953 -1.374 -0.268
Cl 2.655 -0.696 -0.141
C 0.859 -2.602 -0.906
C -0.429 -3.446 -1.126
Cl 2.389 -3.384 -1.561
O -0.004 1.145 0.077
C 0.365 1.964 1.200
C -0.760 3.004 1.706
C -1.504 3.703 0.467
C 1.540 2.988 0.796
C 2.033 2.843 -0.698
C 1.021 3.379 -1.791
Br 1.688 2.668 -3.556
H 4.255 1.165 1.016
H 5.098 1.699 2.645
H 3.417 -0.623 3.157
H 1.640 0.720 4.391
H 2.056 2.241 3.448
H -0.218 1.103 3.073
H -1.065 -1.753 0.856
H -2.572 1.105 0.783
H -2.101 0.393 2.367
H -3.479 -1.388 2.254
H -3.173 -1.836 0.530
H -4.703 0.851 0.769
H -5.532 -0.518 1.663
H -5.120 -0.697 -0.138
H -1.384 -3.017 -0.748
H -0.290 -4.507 -0.741
H -0.555 -3.567 -2.251
H -1.584 2.494 2.287
H -0.321 3.772 2.418
H -1.849 2.901 -0.258
H -0.887 4.504 -0.020
H -2.447 4.169 0.878
H 1.165 4.057 0.902
H 2.446 2.916 1.458
H 2.967 3.490 -0.789
H 2.346 1.813 -1.007
H 1.006 4.497 -1.890
H 0.001 2.921 -1.674
N 4.546 -5.450 0.316
C 5.397 -5.139 1.339
C 6.419 -6.057 1.336
C 6.176 -6.953 0.265
C 5.014 -6.551 -0.348
H 3.705 -4.946 0.085
H 5.203 -4.294 1.981
H 7.248 -6.081 2.026
H 6.783 -7.797 -0.026
H 4.482 -6.952 -1.196
N -4.307 1.448 -3.656
C -5.319 0.854 -4.358
C -6.276 1.807 -4.611
C -5.819 3.022 -4.043
C -4.600 2.769 -3.463
H -3.472 0.983 -3.330
H -5.272 -0.192 -4.616
H -7.200 1.647 -5.146
H -6.325 3.975 -4.057
H -3.919 3.413 -2.930
```

Properties
calculated total energy = -145050.6573 eV
total charge = -1
HOMO energy = -3.665 eV
max |F| = 3.239 eV Å⁻¹
gap between HOMO and LUMO = 4.476 eV